Here is a cluster of 9 separate species, C13H44N10O9 in total at a distorted geometry from OMol25. Energies are from ωB97M-V/def2-TZVPD.

Summary:
Energy above the lowest of the compared OMol25 structures with the same formula, charge and spin   648.3 kJ/mol
Gap between HOMO and LUMO   8.12 eV
Energy   -47520.5940 eV
Structure (SMILES)   NC(N)=O.NC(N)=O.NC(N)=O.NC(N)=O.NC(N)=O.CCO.CCO.CCO.CCO
LUMO   -0.68 eV

Each atom is followed by the atoms it is bonded to, with distances in Å.
Atoms and positions in Å:
1 O 2.60 2.84 -0.98  C28 1.387, H46 0.933
2 O -2.12 -3.08 1.24  C32 1.402, H49 0.958
3 O -1.10 0.13 1.94  C30 1.432
4 O 2.04 -1.77 -1.57  C25 1.413, H56 0.964
5 O -1.88 1.56 -0.35  C24 1.344
6 O 0.07 -4.77 -1.46  C27 1.332
7 O 2.89 0.85 4.18  C26 1.390, H76 0.974
8 O 0.68 5.20 0.28  C20 1.353
9 O 1.12 -1.50 -4.58  C23 1.364
10 N -2.50 2.02 2.20  C30 1.323, H43 1.031, H48 1.054
11 N -0.56 -2.60 -1.28  C27 1.255, H54 1.015, H57 1.058
12 N -2.70 0.52 -2.21  C24 1.294, H41 1.041, H51 0.957
13 N 0.57 2.92 0.95  C20 1.317, H34 1.006, H71 1.030
14 N -2.16 -4.07 -1.37  C27 1.333, H36 1.058, H37 1.010
15 N -2.23 -0.73 -0.51  C24 1.285, H53 0.974, H55 1.003
16 N -1.12 4.26 1.47  C20 1.348, H39 0.992, H60 1.038
17 N -0.42 -0.55 -3.18  C23 1.289, H61 1.044, H75 1.015
18 N -0.08 0.60 -4.94  C23 1.318, H38 1.051, H74 1.012
19 N -2.51 0.61 3.88  C30 1.290, H44 1.024, H58 1.019
20 C 0.09 4.15 0.89  O8 1.353, N13 1.317, N16 1.348
21 C 1.38 0.00 -0.18  C25 1.511, H33 1.071, H64 1.089, H67 1.141
22 C 2.42 2.43 -3.25  C28 1.500, H35 1.110, H40 1.041, H73 1.105
23 C 0.26 -0.48 -4.27  O9 1.364, N17 1.289, N18 1.318
24 C -2.19 0.44 -1.03  O5 1.344, N12 1.294, N15 1.285
25 C 2.56 -0.68 -0.85  O4 1.413, C21 1.511, H66 1.098, H68 1.136
26 C 1.97 -0.04 3.64  O7 1.390, C31 1.527, H45 1.135, H62 1.082
27 C -0.85 -3.82 -1.37  O6 1.332, N11 1.255, N14 1.333
28 C 1.70 2.94 -2.03  O1 1.387, C22 1.500, H47 1.078, H65 1.064
29 C -0.81 -3.20 3.37  C32 1.553, H59 1.061, H63 1.118, H72 1.131
30 C -2.08 0.87 2.69  O3 1.432, N10 1.323, N19 1.290
31 C 2.70 -1.14 2.86  C26 1.527, H42 1.103, H52 1.044, H70 1.124
32 C -0.85 -3.21 1.82  O2 1.402, C29 1.553, H50 1.141, H69 1.056
33 H 1.78 0.78 0.43  C21 1.071
34 H 0.00 2.10 1.10  N13 1.006
35 H 3.13 1.58 -3.16  C22 1.110
36 H -3.02 -3.44 -1.36  N14 1.058
37 H -2.52 -4.95 -1.71  N14 1.010
38 H -0.55 1.40 -4.44  N18 1.051
39 H -1.47 5.18 1.39  N16 0.992
40 H 1.74 2.28 -4.02  C22 1.041
41 H -3.13 -0.25 -2.77  N12 1.041
42 H 3.25 -1.90 3.43  C31 1.103
43 H -3.47 2.27 2.44  N10 1.031
44 H -2.03 -0.02 4.52  N19 1.024
45 H 1.40 -0.53 4.48  C26 1.135
46 H 3.43 3.16 -1.25  O1 0.933
47 H 0.74 2.52 -1.82  C28 1.078
48 H -2.33 1.96 1.16  N10 1.054
49 H -2.07 -3.36 0.32  O2 0.958
50 H -0.10 -2.40 1.53  C32 1.141
51 H -3.08 1.36 -2.46  N12 0.957
52 H 1.99 -1.54 2.21  C31 1.044
53 H -3.06 -1.21 -0.70  N15 0.974
54 H 0.43 -2.36 -1.29  N11 1.015
55 H -1.77 -0.76 0.38  N15 1.003
56 H 1.99 -1.63 -2.52  O4 0.964
57 H -1.21 -1.84 -0.94  N11 1.058
58 H -3.19 1.22 4.33  N19 1.019
59 H -1.00 -2.23 3.75  C29 1.061
60 H -1.63 3.51 1.98  N16 1.038
61 H -1.12 0.14 -2.84  N17 1.044
62 H 1.36 0.62 3.03  C26 1.082
63 H -1.48 -3.97 3.81  C29 1.118
64 H 0.72 0.37 -0.96  C21 1.089
65 H 1.55 3.99 -2.15  C28 1.064
66 H 3.00 -0.04 -1.63  C25 1.098
67 H 0.82 -0.79 0.42  C21 1.141
68 H 3.34 -0.95 -0.06  C25 1.136
69 H -0.36 -4.09 1.49  C32 1.056
70 H 3.35 -0.59 2.13  C31 1.124
71 H 1.42 2.78 0.39  N13 1.030
72 H 0.22 -3.47 3.77  C29 1.131
73 H 3.05 3.23 -3.67  C22 1.105
74 H 0.39 0.81 -5.81  N18 1.012
75 H -0.13 -1.31 -2.57  N17 1.015
76 H 2.78 1.68 3.66  O7 0.974



Here is a cluster of 9 separate species, C13H44N10O9 in total at a distorted geometry from OMol25. Energies are from ωB97M-V/def2-TZVPD.

Summary:
Energy above the lowest of the compared OMol25 structures with the same formula, charge and spin   256.2 kJ/mol
Gap between HOMO and LUMO   9.29 eV
Energy   -47524.6585 eV
Structure (SMILES)   NC(N)=O.NC(N)=O.NC(N)=O.NC(N)=O.NC(N)=O.CCO.CCO.CCO.CCO
LUMO   0.16 eV

Each atom is followed by the atoms it is bonded to, with distances in Å.
Atoms and positions in Å:
1 O 1.22 -0.84 0.90  C20 1.376, H49 0.960
2 O -3.12 0.66 1.28  C26 1.229
3 O -3.41 -0.38 3.92  C27 1.387, H52 0.960
4 O 2.26 -3.36 4.78  C23 1.232
5 O 4.37 -0.75 -2.47  C32 1.412, H73 0.960
6 O 2.09 2.59 2.53  C29 1.227
7 O -3.29 0.33 -2.11  C24 1.202
8 O 1.49 -4.21 -4.37  C25 1.255
9 O 0.33 2.75 -4.86  C31 1.441, H51 0.960
10 N -3.06 -1.68 -3.00  C24 1.310, H69 1.010, H71 1.010
11 N 3.04 2.86 4.52  C29 1.268, H37 1.010, H46 1.010
12 N 3.37 -3.13 -3.92  C25 1.270, H50 1.010, H66 1.010
13 N -2.96 -1.40 -0.83  C24 1.298, H40 1.010, H70 1.010
14 N 0.93 3.17 4.33  C29 1.324, H53 1.010, H61 1.010
15 N -4.21 1.87 -0.16  C26 1.275, H39 1.010, H41 1.010
16 N 1.60 -3.31 2.61  C23 1.327, H48 1.010, H54 1.010
17 N 1.48 -2.31 -3.18  C25 1.309, H65 1.010, H76 1.010
18 N -4.33 2.50 1.89  C26 1.318, H45 1.010, H67 1.010
19 N 1.63 -1.47 3.80  C23 1.301, H36 1.010, H59 1.010
20 C 0.22 0.10 0.74  O1 1.376, C22 1.594, H58 1.090, H64 1.090
21 C -0.80 0.73 -4.71  C31 1.541, H33 1.090, H47 1.090, H68 1.090
22 C 0.13 0.62 -0.76  C20 1.594, H34 1.090, H43 1.090, H74 1.090
23 C 1.91 -2.75 3.77  O4 1.232, N16 1.327, N19 1.301
24 C -3.20 -0.86 -1.98  O7 1.202, N10 1.310, N13 1.298
25 C 2.10 -3.24 -3.86  O8 1.255, N12 1.270, N17 1.309
26 C -3.81 1.65 1.03  O2 1.229, N15 1.275, N18 1.318
27 C -2.15 -0.94 4.10  O3 1.387, C28 1.463, H57 1.090, H72 1.090
28 C -1.88 -0.87 5.53  C27 1.463, H35 1.090, H55 1.090, H75 1.090
29 C 2.07 2.96 3.70  O6 1.227, N11 1.268, N14 1.324
30 C 2.65 0.69 -3.68  C32 1.509, H42 1.090, H44 1.090, H63 1.090
31 C -0.55 2.05 -3.96  O9 1.441, C21 1.541, H60 1.090, H62 1.090
32 C 3.74 0.50 -2.65  O5 1.412, C30 1.509, H38 1.090, H56 1.090
33 H -1.29 -0.04 -4.11  C21 1.090
34 H -0.58 1.45 -0.78  C22 1.090
35 H -2.39 -1.59 6.18  C28 1.090
36 H 1.17 -1.01 3.03  N19 1.010
37 H 3.93 2.52 4.18  N11 1.010
38 H 4.47 1.31 -2.73  C32 1.090
39 H -3.87 1.35 -0.95  N15 1.010
40 H -2.79 -0.78 -0.05  N13 1.010
41 H -5.03 2.43 -0.34  N15 1.010
42 H 1.67 0.38 -3.33  C30 1.090
43 H 1.07 1.07 -1.07  C22 1.090
44 H 2.66 1.70 -4.08  C30 1.090
45 H -4.92 3.22 1.51  N18 1.010
46 H 2.94 2.99 5.52  N11 1.010
47 H 0.19 0.35 -4.93  C21 1.090
48 H 1.69 -4.30 2.42  N16 1.010
49 H 2.09 -0.51 0.65  O1 0.960
50 H 3.96 -3.85 -4.31  N12 1.010
51 H 0.55 3.58 -4.43  O9 0.960
52 H -3.54 -0.27 2.97  O3 0.960
53 H 0.01 3.16 3.91  N14 1.010
54 H 1.22 -2.61 2.00  N16 1.010
55 H -0.84 -0.73 5.84  C28 1.090
56 H 3.22 0.79 -1.74  C32 1.090
57 H -1.47 -0.28 3.57  C27 1.090
58 H 0.52 1.01 1.26  C20 1.090
59 H 1.82 -0.99 4.66  N19 1.010
60 H -1.54 2.51 -3.89  C31 1.090
61 H 1.07 3.23 5.33  N14 1.010
62 H -0.10 1.94 -2.97  C31 1.090
63 H 2.82 0.07 -4.56  C30 1.090
64 H -0.77 -0.27 1.01  C20 1.090
65 H 0.60 -2.68 -2.84  N17 1.010
66 H 3.68 -2.32 -3.40  N12 1.010
67 H -4.13 2.35 2.87  N18 1.010
68 H -1.45 0.83 -5.58  C21 1.090
69 H -3.01 -2.64 -2.69  N10 1.010
70 H -2.56 -2.33 -0.81  N13 1.010
71 H -3.43 -1.35 -3.88  N10 1.010
72 H -2.04 -1.95 3.70  C27 1.090
73 H 5.05 -0.66 -1.79  O5 0.960
74 H -0.24 -0.07 -1.51  C22 1.090
75 H -2.27 0.05 5.97  C28 1.090
76 H 2.02 -1.59 -2.73  N17 1.010



Here is a cluster of 9 separate species, C13H44O13 in total at a distorted geometry from OMol25. Energies are from ωB97M-V/def2-TZVPD.

Summary:
Energy above the lowest of the compared OMol25 structures with the same formula, charge and spin   0.0 kJ/mol
Gap between HOMO and LUMO   10.33 eV
Energy   -40807.8115 eV
Structure (SMILES)   OCCO.OCCO.OCCO.OCCO.CO.CO.CO.CO.CO
LUMO   0.36 eV

Each atom is followed by the atoms it is bonded to, with distances in Å.
Atoms and positions in Å:
1 O 1.58 0.69 4.73  C18 1.431, H70 0.961
2 O 4.58 -2.16 -3.47  C17 1.427, H36 0.962
3 O -3.79 -4.55 -1.20  C19 1.419, H42 0.960
4 O -0.07 -1.71 -0.10  C26 1.410, H37 0.965
5 O 2.23 -1.51 -1.76  C24 1.429, H58 0.970
6 O 1.60 -2.85 1.82  C23 1.419, H32 0.960
7 O -3.80 2.89 -1.64  C16 1.427, H45 0.960
8 O -0.45 4.09 1.64  C14 1.434, H52 0.962
9 O -1.27 -2.98 -4.59  C22 1.415, H27 0.961
10 O 0.99 2.76 -0.75  C25 1.423, H49 0.961
11 O 4.40 1.29 3.81  C21 1.419, H57 0.962
12 O -3.79 0.17 -2.74  C15 1.429, H29 0.961
13 O -3.54 2.64 2.89  C20 1.429, H38 0.962
14 C -1.72 3.44 1.49  O8 1.434, C20 1.514, H34 1.102, H47 1.090
15 C -2.88 0.67 -1.76  O12 1.429, C16 1.500, H59 1.098, H68 1.088
16 C -2.63 2.13 -1.94  O7 1.427, C15 1.500, H50 1.093, H61 1.095
17 C 3.33 -2.86 -3.43  O2 1.427, C24 1.501, H41 1.087, H43 1.095
18 C 1.99 1.41 3.57  O1 1.431, C21 1.504, H28 1.093, H40 1.095
19 C -3.26 -3.25 -1.40  O3 1.419, H48 1.094, H56 1.094, H69 1.090
20 C -2.48 3.60 2.79  O13 1.429, C14 1.514, H62 1.092, H67 1.090
21 C 3.28 2.16 3.78  O11 1.419, C18 1.504, H30 1.091, H44 1.098
22 C -0.55 -2.37 -3.53  O9 1.415, H39 1.092, H63 1.092, H64 1.094
23 C 1.34 -2.26 3.09  O6 1.419, H33 1.090, H46 1.096, H55 1.093
24 C 2.73 -2.81 -2.05  O5 1.429, C17 1.501, H53 1.100, H54 1.099
25 C 2.11 2.45 0.07  O10 1.423, H60 1.093, H65 1.093, H66 1.088
26 C -0.25 -0.37 0.30  O4 1.410, H31 1.092, H35 1.095, H51 1.091
27 H -1.87 -2.33 -4.97  O9 0.961
28 H 2.19 0.65 2.81  C18 1.093
29 H -4.68 0.35 -2.44  O12 0.961
30 H 3.44 2.85 2.95  C21 1.091
31 H -1.29 -0.17 0.58  C26 1.092
32 H 2.48 -3.24 1.83  O6 0.960
33 H 2.10 -1.54 3.38  C23 1.090
34 H -2.29 3.99 0.73  C14 1.102
35 H 0.41 -0.13 1.14  C26 1.095
36 H 4.38 -1.23 -3.38  O2 0.962
37 H 0.26 -2.27 0.61  O4 0.965
38 H -4.16 2.83 2.18  O13 0.962
39 H -0.32 -3.16 -2.81  C22 1.092
40 H 1.18 2.05 3.20  C18 1.095
41 H 3.50 -3.89 -3.73  C17 1.087
42 H -3.50 -5.10 -1.94  O3 0.960
43 H 2.64 -2.36 -4.12  C17 1.095
44 H 3.22 2.76 4.70  C21 1.098
45 H -4.32 2.99 -2.44  O7 0.960
46 H 1.20 -2.99 3.89  C23 1.096
47 H -1.59 2.41 1.17  C14 1.090
48 H -3.28 -2.95 -2.45  C19 1.094
49 H 1.16 2.44 -1.64  O10 0.961
50 H -1.83 2.47 -1.27  C16 1.093
51 H 0.04 0.26 -0.54  C26 1.091
52 H 0.12 3.72 0.96  O8 0.962
53 H 1.87 -3.49 -1.94  C24 1.100
54 H 3.47 -3.15 -1.31  C24 1.099
55 H 0.38 -1.74 3.04  C23 1.093
56 H -2.23 -3.16 -1.03  C19 1.094
57 H 4.36 0.77 4.62  O11 0.962
58 H 1.66 -1.65 -0.98  O5 0.970
59 H -3.33 0.49 -0.78  C15 1.098
60 H 3.03 2.82 -0.37  C25 1.093
61 H -2.27 2.32 -2.96  C16 1.095
62 H -2.89 4.61 2.85  C20 1.092
63 H -1.08 -1.61 -2.95  C22 1.092
64 H 0.41 -1.95 -3.84  C22 1.094
65 H 2.19 1.37 0.23  C25 1.093
66 H 1.99 2.94 1.04  C25 1.088
67 H -1.83 3.44 3.65  C20 1.090
68 H -1.97 0.07 -1.80  C15 1.088
69 H -3.88 -2.53 -0.86  C19 1.090
70 H 1.22 1.33 5.37  O1 0.961